{"formula": "C22H21N2", "method": "wB97M-V/def2-TZVPD", "elements": ["C", "N", "C", "C", "C", "C", "C", "C", "C", "C", "C", "C", "C", "C", "C", "C", "C", "C", "H", "H", "H", "H", "H", "H", "H", "H", "H", "H", "H", "H", "H", "H", "H", "H", "N", "C", "C", "C", "C", "C", "H", "H", "H", "H", "H"], "coordinates": [[-0.30796, 3.00403, -3.70411], [-0.10919, 2.38453, -2.42095], [-0.16571, 1.05063, -2.14144], [-0.18984, 0.85763, -0.74189], [-0.24066, -0.39589, -0.12015], [-0.24713, -0.52292, 1.30295], [0.77916, 0.17699, 1.99991], [0.83744, 0.14964, 3.38102], [-0.11869, -0.58183, 4.08706], [0.04220, -0.64462, 5.55434], [-1.16525, -1.24106, 3.41423], [-1.16212, -1.34642, 2.02842], [-0.16882, 2.22194, -0.14724], [-0.38959, 2.75333, 1.12369], [-0.42275, 4.13577, 1.30729], [-0.37095, 5.01678, 0.21121], [-0.19984, 4.51671, -1.08192], [-0.08183, 3.12717, -1.22549], [-0.18506, 4.07863, -3.58899], [0.40754, 2.65740, -4.45486], [-1.32762, 2.80970, -4.05904], [-0.13111, 0.22282, -2.83953], [-0.24357, -1.27927, -0.75158], [1.52999, 0.73952, 1.43209], [1.62823, 0.69275, 3.91388], [-0.70576, -1.29234, 6.01203], [1.04596, -0.97865, 5.85471], [-0.07285, 0.37561, 5.93051], [-1.95081, -1.70706, 4.01522], [-1.83804, -2.01650, 1.48501], [-0.51125, 2.08649, 1.97158], [-0.49664, 4.54146, 2.31272], [-0.50998, 6.07750, 0.37243], [-0.21739, 5.22332, -1.91697], [0.75642, -2.88593, -1.83892], [-0.43520, -3.46914, -1.96994], [-0.54832, -4.70739, -2.63072], [0.59317, -5.31455, -3.16103], [1.81644, -4.67818, -3.00523], [1.86031, -3.43443, -2.33882], [-1.31013, -2.95304, -1.55454], [-1.53158, -5.14421, -2.70314], [0.50339, -6.26846, -3.68445], [2.72657, -5.11519, -3.38617], [2.82885, -2.92326, -2.24317]], "nbo_charge": [-0.417, -0.277, 0.168, -0.189, 0.101, -0.196, -0.138, -0.234, 0.054, -0.643, -0.230, -0.085, -0.004, -0.204, -0.185, -0.178, -0.233, 0.115, 0.232, 0.235, 0.230, 0.249, 0.264, 0.230, 0.232, 0.227, 0.240, 0.235, 0.230, 0.222, 0.237, 0.231, 0.234, 0.233, -0.482, 0.015, -0.235, -0.166, -0.235, 0.041, 0.185, 0.227, 0.234, 0.230, 0.204], "lumo_energy_ev": -4.60, "total_charge": 1, "orbital_gap_ha": 0.255, "homo_ev": -11.5377, "de_lowest_ev": 0.515}